This record from the OMol25 dataset describes a structure of composition C19H43GaN2OP3Se at a distorted geometry. The level of theory is wB97M-V/def2-TZVPD.

Geometry as XYZ:
```
70
Properties=species:S:1:pos:R:3:forces:R:3:mulliken_charge:R:1
Ga -0.1574 -0.3887 0.4946 -1.3 -0.9 1.8 1.02
P -1.6558 -0.7990 2.5908 -0.3 -0.2 1.1 0.58
P 0.9865 -2.5408 0.2372 1.3 -0.4 -0.7 0.92
P -2.2218 -1.0239 -0.8480 0.1 0.0 -0.8 0.34
H 0.8098 1.9610 -0.3509 -0.1 -0.3 0.4 0.74
C -0.2465 1.6724 -0.3815 -1.0 1.2 0.9 -0.63
C -1.0920 2.1193 0.6518 1.7 -0.2 -1.4 -0.94
H -0.6564 2.5076 1.5764 0.0 -0.2 -0.2 0.18
C -1.0648 -0.2011 4.2158 0.3 0.2 -0.1 -1.34
C -1.9763 -2.5624 3.0080 0.3 -0.2 -0.4 -1.26
C -3.3722 -0.1485 2.6390 0.0 0.3 -0.5 -1.19
C 1.9829 -2.2849 -1.2574 0.1 0.3 -0.3 -1.30
C 2.1525 -2.9813 1.5641 -0.1 0.3 0.6 -1.20
C -0.0018 -4.0407 -0.1026 -0.8 0.1 0.2 -1.20
C -3.4204 0.3121 -1.1230 0.0 0.2 0.2 -1.32
C -3.2895 -2.4434 -0.4518 0.0 -0.2 0.3 -1.21
C -1.6186 -1.3885 -2.5186 -0.1 0.0 -0.2 -1.01
H -0.6088 1.5126 -1.4067 -0.2 -0.1 0.5 0.80
H -2.1696 2.2211 0.5447 0.1 -0.4 0.0 0.36
H -0.8886 0.8832 4.1657 0.0 -0.3 0.2 0.37
H -0.1382 -0.7108 4.5183 -0.4 0.3 -0.1 0.38
H -1.8531 -0.4044 4.9581 0.3 0.1 -0.3 0.53
H -1.0222 -3.0862 3.1856 -0.4 0.1 0.0 0.33
H -2.5337 -3.0673 2.2020 0.2 0.1 0.4 0.33
H -2.5793 -2.5845 3.9343 0.3 0.0 -0.4 0.54
H -3.3505 0.9481 2.5452 -0.2 -0.3 0.1 0.37
H -3.8045 -0.4179 3.6183 0.2 0.1 -0.4 0.53
H -4.0005 -0.5754 1.8418 0.2 0.2 0.3 0.31
H 2.6115 -3.1391 -1.5537 -0.3 0.1 0.3 0.52
H 2.6298 -1.4088 -1.1146 0.0 -0.2 0.0 0.41
H 1.3048 -2.0519 -2.0926 0.2 -0.1 0.2 0.22
H 2.7725 -3.8562 1.3134 -0.4 0.2 -0.2 0.54
H 1.6014 -3.2083 2.4897 0.1 0.0 -0.3 0.31
H 2.8264 -2.1395 1.7713 -0.2 -0.1 -0.2 0.31
H 0.6394 -4.9286 -0.2370 0.0 0.5 0.1 0.56
H -0.6144 -3.9276 -1.0111 0.3 0.0 0.3 0.31
H -0.6875 -4.2408 0.7358 0.3 0.0 -0.2 0.34
H -4.1201 -0.0107 -1.9046 0.1 0.1 0.1 0.54
H -2.9233 1.2305 -1.4476 -0.1 -0.1 -0.1 0.34
H -3.9880 0.5273 -0.2114 0.0 0.0 -0.2 0.30
H -3.9553 -2.6208 -1.3076 0.2 0.1 0.1 0.53
H -3.9117 -2.2459 0.4294 0.1 0.0 -0.2 0.39
H -2.7043 -3.3526 -0.2722 -0.2 0.2 -0.1 0.28
H -2.4919 -1.4226 -3.1841 0.3 -0.1 0.0 0.58
H -1.1058 -2.3575 -2.5577 -0.1 0.2 0.0 0.32
H -0.9235 -0.6165 -2.8747 -0.1 -0.1 0.0 0.17
C 1.9848 2.1335 -4.2671 -0.4 1.5 0.3 0.55
C 1.3971 3.1807 -3.5305 0.1 -0.3 -0.6 -0.16
C 1.2441 4.4450 -4.1016 0.1 0.0 0.1 -0.53
C 1.7118 4.7000 -5.3981 0.0 -0.5 0.2 -0.50
C 2.3616 3.6825 -6.1162 -0.3 0.2 0.6 -0.52
C 2.5115 2.4066 -5.5565 -0.2 -0.9 0.7 -0.52
Se 1.9153 0.3831 -3.4111 0.2 -0.3 0.1 -0.01
H 1.4533 0.6447 -1.9619 0.6 0.4 -1.4 -0.12
H 1.0393 2.9712 -2.5158 0.1 0.3 -0.4 0.14
H 0.7464 5.2245 -3.5123 0.3 -0.2 -0.4 0.35
H 1.5699 5.6875 -5.8353 0.1 -0.3 0.1 0.40
H 2.7428 3.9034 -7.1140 0.0 -0.2 0.3 0.39
H 3.0233 1.6128 -6.1128 -0.3 0.4 0.2 0.37
C 2.5642 2.9712 2.1940 0.2 0.1 0.1 -0.72
N 2.6562 1.9311 3.2028 -0.3 -1.1 -0.3 -0.26
C 2.1851 0.6923 2.9453 0.1 0.4 0.4 0.48
N 2.2860 -0.2364 3.9357 0.1 0.1 -0.5 -0.36
O 1.6313 0.4143 1.8375 -0.7 -0.1 -0.3 -0.39
H 2.8751 2.5621 1.2311 0.0 0.2 0.0 0.24
H 3.2297 3.7899 2.4824 -0.2 -0.2 -0.2 0.40
H 1.5373 3.3382 2.1443 0.1 0.2 -0.1 0.17
H 3.2002 2.0910 4.0400 -0.1 0.0 -0.1 0.23
H 2.0522 -1.1922 3.6877 0.4 0.4 0.3 0.16
H 2.9127 -0.0552 4.7107 -0.2 -0.3 -0.1 0.21
```
Positions in Å, forces in eV/Å.

Summary:
Net charge: +3
HOMO level, eV: -14.9
Max |F|, eV/Å: 2.4

=====

This record from the OMol25 dataset describes a structure of composition C36H63As3F18HfN9 at a distorted geometry. The level of theory is wB97M-V/def2-TZVPD.

Geometry as XYZ:
```
130
Properties=species:S:1:pos:R:3:forces:R:3:mulliken_charge:R:1
Hf -28.0804 19.5285 0.7037 0.4 0.1 -0.2 4.02
As -27.5369 15.8111 -0.9448 -0.2 -2.2 -0.4 2.04
F -29.1560 15.8894 -1.6168 0.5 0.4 0.3 -0.47
F -28.2035 15.1744 0.5550 0.2 0.3 -0.7 -0.49
F -25.9682 15.7710 -0.2040 -0.3 0.2 -0.3 -0.40
F -26.8699 16.5278 -2.4012 -0.4 0.0 0.9 -0.41
F -27.7973 17.4281 -0.2054 0.0 1.0 0.1 -0.60
F -27.3711 14.2198 -1.6299 0.1 0.8 0.5 -0.50
As -27.9645 22.7088 -1.9179 1.1 0.6 -1.8 2.05
F -28.4457 21.6841 -3.2505 0.0 0.4 0.6 -0.46
F -28.1513 21.2215 -0.8845 0.1 -0.2 0.8 -0.63
F -27.4140 23.6449 -0.5725 -0.3 -0.3 0.1 -0.32
F -27.8018 24.0851 -2.9738 -0.1 -0.8 0.5 -0.50
F -29.6028 23.0896 -1.5620 -0.1 -0.1 0.2 -0.49
F -26.2943 22.2158 -2.1818 -0.7 0.2 0.1 -0.50
As -26.5036 20.5563 4.4179 -0.2 0.5 1.4 2.24
F -25.9883 22.0610 3.7105 -0.1 -0.5 -0.1 -0.38
F -27.0895 20.0282 2.7844 -0.3 -0.3 -0.4 -0.47
F -27.1237 19.0335 5.0231 0.3 0.6 -0.2 -0.50
F -25.9304 21.0610 5.9743 -0.5 -0.3 -0.6 -0.51
F -28.0906 21.2783 4.6966 0.7 -0.3 -0.2 -0.48
F -24.9744 19.8247 4.0848 -0.3 0.0 -0.3 -0.45
C -32.4932 21.6461 -2.6336 -0.6 0.5 0.0 -0.82
C -33.2918 21.8802 -1.3450 0.7 -0.5 -0.4 -0.49
C -32.3996 22.3558 -0.1626 -0.8 0.3 -0.6 -0.90
C -31.2962 21.4404 0.1018 -0.7 0.1 -0.3 0.03
N -30.4601 20.6740 0.2197 1.0 -0.5 0.5 0.20
H -33.1813 21.4376 -3.4548 0.0 -0.3 0.1 0.45
H -31.7778 20.8325 -2.5279 0.1 0.1 -0.1 0.05
H -32.0100 22.5756 -2.9394 0.4 -0.1 0.2 0.29
H -33.7851 20.9512 -1.0540 -0.1 0.0 0.1 0.13
H -34.0718 22.6083 -1.5595 0.0 0.2 0.4 0.39
H -33.0632 22.4654 0.6943 0.4 0.0 0.3 0.44
H -31.9756 23.3326 -0.3977 0.1 0.0 0.0 0.24
C -26.5222 19.7677 -4.9523 -0.3 0.3 -0.3 -0.79
C -25.2723 18.9582 -4.6320 -0.8 -0.3 0.0 -0.57
C -24.6949 19.3311 -3.2727 0.5 0.5 0.3 -0.90
C -25.6558 19.3345 -2.1712 0.2 -0.1 -0.7 0.17
N -26.3962 19.3374 -1.3077 -0.9 0.1 1.2 -0.10
H -26.3732 20.8444 -4.8465 0.2 0.0 0.1 0.30
H -27.3765 19.5242 -4.3232 0.1 -0.1 0.2 -0.15
H -26.8387 19.6090 -5.9850 0.1 -0.1 0.0 0.45
H -24.5499 19.1255 -5.4289 0.3 0.0 0.3 0.38
H -25.5178 17.8947 -4.6240 0.0 0.0 -0.1 0.28
H -24.3074 20.3538 -3.3243 0.0 0.0 0.1 0.33
H -23.8703 18.6976 -2.9381 0.0 -0.1 -0.2 0.26
C -30.1985 18.7515 6.3434 -0.2 1.0 -0.1 -0.70
C -31.5692 19.0074 5.6904 0.0 -0.9 0.5 -0.70
C -31.5377 20.0905 4.6118 0.2 0.0 0.0 -0.99
C -30.5354 19.8327 3.5670 -0.3 0.2 0.5 0.24
N -29.7477 19.6861 2.7563 0.6 -0.1 -1.0 0.10
H -29.6762 19.7094 6.4307 0.2 -0.1 -0.2 0.17
H -29.5915 18.0840 5.7364 0.1 0.0 0.2 0.00
H -30.2637 18.4301 7.3808 -0.2 -0.5 -0.2 0.46
H -32.2943 19.2484 6.4687 0.0 0.5 -0.1 0.38
H -31.9717 18.0745 5.2876 0.1 0.0 -0.3 0.34
H -31.2774 21.0462 5.0707 0.1 0.1 -0.1 0.25
H -32.5004 20.2165 4.1154 -0.1 -0.1 0.0 0.42
C -22.6688 21.9925 2.4094 0.0 -0.5 0.2 -1.14
C -23.4269 23.2310 1.9628 -0.4 -0.3 -0.2 -0.09
C -24.1760 23.0414 0.6214 0.3 0.0 0.0 -1.23
C -25.2284 22.0331 0.6890 0.3 0.2 0.2 0.08
N -26.0152 21.2114 0.7572 -0.9 -0.9 -0.2 0.19
H -22.1386 22.1640 3.3460 0.1 0.1 -0.1 0.46
H -21.9534 21.6000 1.6827 0.1 0.3 -0.1 0.35
H -23.3498 21.1613 2.6146 -0.2 0.1 0.0 0.05
H -22.7843 24.1036 1.8566 0.1 -0.1 0.0 0.43
H -24.1718 23.4653 2.7231 0.0 0.1 0.0 -0.04
H -23.5079 22.6922 -0.1702 0.1 0.1 0.0 0.60
H -24.6085 23.9820 0.2813 -0.1 -0.1 0.0 0.33
C -25.8550 14.5836 3.6707 0.0 0.1 -0.4 -0.95
C -27.2904 14.5959 4.1961 0.8 -0.2 0.4 -0.81
C -27.8324 16.0014 4.5008 -0.3 -0.4 0.1 -1.02
C -27.9455 16.8696 3.3409 0.0 -0.2 -0.1 0.33
N -28.0769 17.5265 2.4169 0.1 1.0 -0.6 -0.14
H -25.2020 15.2307 4.2599 0.0 0.0 0.1 0.32
H -25.7894 14.9110 2.6299 -0.1 0.1 0.0 0.07
H -25.4450 13.5744 3.6977 0.0 0.0 0.1 0.44
H -27.2685 14.0669 5.1510 -0.2 0.0 0.1 0.40
H -27.9342 14.0101 3.5421 -0.2 0.3 -0.1 0.36
H -27.2350 16.5141 5.2559 0.2 0.0 -0.1 0.41
H -28.8313 15.9092 4.9349 -0.1 0.1 -0.1 0.44
C -32.2189 17.7641 -3.5026 -0.8 -0.1 -0.4 -0.91
C -30.9672 17.1703 -4.1422 -0.1 -0.2 1.3 -0.58
C -29.7569 18.1129 -4.1183 -0.2 0.2 -1.0 -1.02
C -29.4628 18.6576 -2.8065 -0.1 -0.3 0.0 0.04
N -29.2068 19.0388 -1.7619 0.3 0.2 0.9 0.19
H -32.6401 18.5970 -4.0730 0.4 0.3 0.1 0.33
H -32.1029 18.0414 -2.4536 0.3 0.2 -0.1 0.01
H -33.0541 17.0571 -3.5334 0.3 -0.3 0.1 0.44
H -31.2156 16.7862 -5.1280 0.4 0.2 -0.2 0.46
H -30.6488 16.3228 -3.5303 -0.2 -0.2 -0.2 0.16
H -29.8899 18.9649 -4.7921 0.0 0.0 0.0 0.52
H -28.8673 17.5762 -4.4540 0.1 0.0 0.1 0.39
C -22.6810 16.7125 -0.3834 -0.3 -0.1 0.1 -0.98
C -22.7646 16.5017 1.1254 -0.1 0.2 0.0 -0.60
C -23.3050 17.7375 1.8644 0.8 0.4 -0.3 -0.85
C -24.6490 18.1498 1.4880 0.1 -0.6 0.4 0.24
N -25.7190 18.4328 1.2163 -1.1 0.7 -0.3 -0.11
H -23.6906 16.7591 -0.7969 0.1 0.0 -0.2 0.07
H -22.1431 15.8983 -0.8662 -0.1 -0.1 0.0 0.44
H -22.1516 17.6357 -0.6290 0.0 0.0 0.1 0.31
H -21.7593 16.3183 1.5052 -0.1 -0.1 0.2 0.45
H -23.3964 15.6509 1.3805 0.1 -0.1 -0.1 0.19
H -22.6594 18.5856 1.6083 0.0 0.0 0.0 0.17
H -23.2127 17.6427 2.9461 -0.4 -0.1 0.0 0.38
C -34.1520 17.6808 -0.3285 -0.1 -0.2 0.2 -0.68
C -33.5684 16.7682 0.7674 -0.3 0.8 -1.2 -0.48
C -32.2017 16.2450 0.3495 0.4 -0.9 0.0 -1.11
C -31.0996 17.1882 0.4716 -0.6 -0.6 0.3 0.22
N -30.2443 17.9283 0.5807 1.2 1.1 0.2 0.08
H -34.2396 17.1338 -1.2684 0.0 0.0 0.0 0.24
H -33.5273 18.5542 -0.5293 0.1 0.0 0.1 -0.10
H -35.1460 18.0319 -0.0510 0.0 0.0 0.0 0.46
H -34.2219 15.9052 0.8778 0.0 0.0 0.2 0.41
H -33.5188 17.3334 1.6968 0.1 -0.3 0.2 0.27
H -32.1355 15.8814 -0.6822 -0.5 0.2 -0.1 0.29
H -31.9980 15.3327 0.9182 0.5 0.3 0.2 0.44
C -26.5545 25.0911 2.2520 -1.0 0.1 -1.1 -0.50
C -27.4969 24.8452 3.4305 1.7 0.4 0.3 -0.55
C -28.7765 24.1313 3.0640 -0.1 -0.3 -0.4 -0.87
C -28.5663 22.9067 2.2614 -0.2 0.5 0.5 0.10
N -28.4760 21.9375 1.6669 0.1 -1.0 -0.3 0.09
H -27.0161 25.7564 1.5108 -0.1 0.2 0.2 0.40
H -26.4411 24.1890 1.6448 0.4 -0.1 0.4 -0.48
H -25.6058 25.5556 2.5063 0.1 -0.3 0.3 0.43
H -27.6753 25.8171 3.8927 -0.5 -0.1 0.0 0.45
H -26.9359 24.2825 4.1798 -0.3 -0.2 0.0 0.15
H -29.4134 24.7809 2.4597 -0.1 0.0 0.1 0.41
H -29.3127 23.8121 3.9578 -0.1 0.1 0.0 0.31
```
Positions in Å, forces in eV/Å.

Summary:
Net charge: +1
HOMO level, eV: -13.6
Max |F|, eV/Å: 2.2

=====

This record from the OMol25 dataset describes a structure of composition C44H46FeN10O3. The level of theory is wB97M-V/def2-TZVPD.

Geometry as XYZ:
```
104
Properties=species:S:1:pos:R:3:forces:R:3:mulliken_charge:R:1
Fe 0.6160 -1.3245 0.1458 -0.1 -0.1 0.8 1.56
O -0.7256 -6.5072 4.7233 -0.2 -0.1 -0.3 -0.71
C -1.2406 -6.4623 3.5940 0.0 0.0 0.0 0.35
O -2.1499 -7.0911 3.0281 0.3 0.1 0.2 -0.71
C -0.6217 -5.3461 2.6879 -0.1 -0.1 0.2 -0.84
C 0.3711 -4.5106 3.1685 0.1 0.0 0.1 -1.28
C 0.8481 -3.4951 2.3628 0.1 0.0 0.1 0.91
N 0.3789 -3.2814 1.1322 -0.3 0.4 -0.1 0.68
C -0.5725 -4.0941 0.6590 -0.1 -0.1 -0.1 0.81
C -1.0915 -5.1342 1.4029 -0.1 -0.1 -0.1 -1.05
C -1.0149 -3.7791 -0.7150 0.0 -0.1 0.1 0.16
C -1.9995 -4.4992 -1.3821 -0.1 -0.2 0.0 -0.60
C -2.3628 -4.1185 -2.6553 -0.1 -0.1 0.0 -1.13
C -1.7115 -3.0476 -3.2573 0.0 0.0 0.0 -0.74
C -0.7462 -2.3903 -2.5315 0.2 -0.1 0.0 -0.73
N -0.4141 -2.7352 -1.2787 0.1 0.5 -0.4 0.58
C 1.8439 -2.5078 2.8245 -0.1 -0.1 0.1 0.49
C 2.5548 -2.6486 4.0087 0.1 0.0 0.2 -1.01
C 3.3447 -1.6024 4.4455 0.0 0.0 0.0 -0.80
C 3.4011 -0.4385 3.6909 0.0 0.0 0.0 -1.44
C 2.7154 -0.4070 2.4953 0.1 0.0 -0.1 -0.12
N 1.9717 -1.4277 2.0582 0.3 0.3 -0.5 0.45
H 0.7106 -4.6773 4.1834 0.0 0.0 0.0 0.64
H -1.8682 -5.7999 1.0465 0.0 0.0 0.1 0.76
H -2.4813 -5.3398 -0.9043 0.0 0.0 0.0 0.53
H -3.1441 -4.6523 -3.1812 0.0 0.0 0.0 0.44
H -1.9463 -2.7357 -4.2659 0.0 0.0 0.0 0.57
H -0.2041 -1.5515 -2.9554 0.0 0.0 0.0 0.17
H 2.4886 -3.5635 4.5802 -0.1 0.0 0.0 0.52
H 3.9013 -1.6878 5.3695 0.0 0.0 0.0 0.45
H 3.9741 0.4202 4.0144 0.0 0.0 0.0 0.55
H 2.7611 0.4620 1.8505 0.0 -0.1 0.1 0.45
C -0.5193 3.8982 -1.1906 0.1 0.0 0.0 -0.87
C 0.6153 4.6877 -0.5918 0.0 0.0 -0.1 1.18
C 0.4550 6.0397 -0.3019 0.0 0.0 0.0 -0.71
C 1.4935 6.7978 0.2194 0.0 0.0 0.0 -0.76
C 2.7267 6.2111 0.4622 0.0 0.0 0.0 -0.66
C 2.9060 4.8646 0.1904 0.0 0.0 0.1 -0.56
C 1.8615 4.1091 -0.3284 0.1 0.0 0.0 -0.62
N 2.0998 2.7261 -0.6145 -0.1 0.1 -0.1 0.47
C 1.4600 1.6892 -0.0087 0.2 0.2 0.1 -0.88
N 0.7701 2.0172 1.0933 0.0 -0.1 0.0 0.45
C -0.1056 1.2306 1.8856 -0.1 0.0 0.0 -0.14
C -0.3225 -0.1087 1.6557 -0.2 -0.7 -0.2 0.67
C -1.2308 -0.8096 2.4422 0.0 0.2 0.2 0.07
C -1.8907 -0.1674 3.4808 0.0 0.0 -0.1 -1.18
C -1.6464 1.1800 3.7177 -0.1 0.0 0.0 -1.02
C -0.7646 1.9009 2.9266 0.0 0.2 0.0 1.67
C -0.5385 3.3748 3.1616 0.0 -0.1 0.0 -1.62
N 1.5791 0.4596 -0.4616 -0.1 -0.7 -0.5 1.77
C 2.2551 0.3046 -1.7264 0.0 0.1 0.0 -1.37
C 1.5292 0.4743 -2.9014 0.0 -0.1 0.0 -0.21
C 2.1219 0.2925 -4.1436 0.0 0.0 0.0 -1.01
C 3.4630 -0.0517 -4.2112 0.0 0.0 0.0 -0.92
C 4.1895 -0.2144 -3.0397 0.0 0.0 0.0 -0.52
C 3.6089 -0.0411 -1.7863 0.1 0.1 0.1 1.08
C 4.4230 -0.2150 -0.5331 0.0 0.1 -0.1 -1.30
H -1.2162 4.5645 -1.6966 0.0 0.0 0.0 0.65
H -1.0771 3.3485 -0.4253 0.0 0.0 0.0 0.16
H -0.1410 3.1742 -1.9180 0.0 0.0 0.0 0.03
H -0.4990 6.5104 -0.5124 0.0 0.0 0.0 0.45
H 1.3427 7.8505 0.4222 0.0 0.0 0.0 0.42
H 3.5441 6.7957 0.8645 0.0 0.0 0.0 0.41
H 3.8608 4.3858 0.3766 0.0 0.0 0.0 0.49
H 2.7553 2.4883 -1.3421 0.0 0.0 -0.1 0.32
H 0.8345 2.9898 1.3505 0.0 0.0 0.0 -0.12
H -1.4472 -1.8562 2.2547 0.0 0.0 0.0 0.51
H -2.5934 -0.7155 4.0971 0.0 0.0 0.0 0.55
H -2.1625 1.6867 4.5260 0.0 0.0 0.0 0.42
H -1.1273 3.7142 4.0107 0.0 0.0 0.0 0.44
H -0.8397 3.9768 2.2965 0.0 0.0 0.0 0.31
H 0.5099 3.6030 3.3810 0.0 0.0 0.0 0.35
H 0.4829 0.7494 -2.8279 0.0 0.0 0.0 0.81
H 1.5413 0.4234 -5.0487 0.0 0.0 0.0 0.50
H 3.9430 -0.1913 -5.1718 0.0 0.0 0.0 0.40
H 5.2397 -0.4817 -3.0976 -0.1 0.0 0.0 0.45
H 5.3704 -0.7066 -0.7514 0.0 0.0 0.0 0.43
H 3.8827 -0.7989 0.2089 0.0 0.0 0.0 -0.02
H 4.6522 0.7505 -0.0704 0.0 0.0 0.0 0.24
C 2.6175 -3.3598 -2.0825 0.0 0.0 0.1 -0.76
O 2.4044 -2.5470 -0.9164 0.1 -0.1 0.2 -0.28
H 2.8547 -4.3847 -1.8001 0.0 0.0 0.0 0.32
H 3.4211 -2.9465 -2.6916 0.0 0.0 0.0 0.33
H 1.7010 -3.3614 -2.6603 -0.1 0.0 0.0 0.17
H 3.1212 -2.7178 -0.2962 0.0 0.0 0.0 0.22
C -6.1572 1.2011 -1.0462 0.0 0.0 -0.1 -1.52
C -5.1840 1.8521 -2.0260 0.0 -0.1 0.1 0.76
C -4.3303 2.9158 -1.3423 0.0 0.1 -0.1 -1.24
C -4.3171 0.8131 -2.7434 -0.1 0.0 0.2 -1.35
N -3.3686 0.1391 -1.8492 -0.3 0.0 -0.2 0.93
C -2.1013 0.4411 -1.5693 0.0 0.1 0.2 -1.20
N -1.6567 -0.4188 -0.6860 -0.1 -0.1 -0.3 0.79
N -2.6871 -1.2638 -0.4349 0.0 0.2 -0.1 -0.03
N -3.7137 -0.9375 -1.1287 0.3 0.1 0.1 -1.11
H -6.7805 1.9609 -0.5733 0.0 0.0 0.0 0.43
H -5.6293 0.6594 -0.2590 0.0 0.0 0.0 0.30
H -6.8166 0.4947 -1.5543 0.0 0.0 0.0 0.38
H -5.7610 2.3330 -2.8203 0.0 0.0 0.0 0.36
H -3.7696 2.4964 -0.5013 0.0 0.0 0.0 0.16
H -4.9654 3.7102 -0.9476 0.0 0.0 0.0 0.51
H -3.6235 3.3743 -2.0419 0.0 0.0 0.0 0.25
H -3.7285 1.2844 -3.5289 0.1 0.0 0.0 0.36
H -4.9384 0.0378 -3.1867 0.0 -0.1 0.0 0.43
H -1.5729 1.2863 -1.9821 0.0 -0.1 0.0 0.70
```
Positions in Å, forces in eV/Å.

Summary:
Spin multiplicity: 6
Net charge: +1
HOMO level (spin up / spin down), eV: -9.6 / -9.6
Max |F|, eV/Å: 0.9
⟨S²⟩: 8.7599